Model P:
C4H14N2O | ωB97M-V/def2-TZVPD

Geometry as ORCA input:
```
! RIJCOSX wB97M-V def2-TZVPD def2/J DEFGRID3
* xyz 2 1
C 0.07 -0.76 0.81
C 0.03 0.64 0.23
C 1.08 1.59 0.86
C 1.96 2.62 -1.15
N 2.15 2.16 0.02
N -1.18 -1.56 0.65
H 0.93 -1.35 0.52
H 0.13 -0.69 1.90
H 0.26 0.52 -0.83
H -0.93 1.14 0.36
H 0.55 2.48 1.21
H 1.50 1.16 1.75
H 0.94 2.73 -1.50
H 2.72 2.97 -1.83
H 3.11 2.14 0.36
H -1.28 -2.07 -0.26
H -2.02 -0.96 0.65
H -1.33 -2.32 1.32
H -2.45 -3.78 -2.23
H -3.59 -3.31 -1.45
O -2.65 -3.35 -1.38
*
```

The value obtained for the LUMO energy is -8.290 eV. The calculation puts the HOMO-LUMO gap at 9.870 eV.

=====

Model Q:
C4H14N2O | ωB97M-V/def2-TZVPD

Geometry as ORCA input:
```
! RIJCOSX wB97M-V def2-TZVPD def2/J DEFGRID3
* xyz 2 1
C 0.58 -1.61 0.31
C 0.59 -0.29 -0.34
C -0.73 0.10 -1.02
C -1.02 0.00 -2.31
N -1.63 0.94 -0.17
N 1.76 -1.94 1.18
H -0.32 -1.80 0.94
H 0.39 -2.35 -0.44
H 0.93 0.57 0.26
H 1.42 -0.30 -1.09
H -1.62 0.76 -2.81
H -0.47 -0.60 -3.04
H -2.54 0.51 -0.01
H -1.75 1.85 -0.72
H -1.12 1.40 0.67
H 2.53 -2.42 0.70
H 2.18 -1.14 1.68
H 1.30 -2.48 1.91
H 0.79 3.01 1.16
H -0.01 2.82 2.28
O 0.14 2.34 1.44
*
```

The value obtained for the LUMO energy is -6.825 eV. The calculation puts the HOMO-LUMO gap at 11.408 eV.

=====

Model R:
C4H14N2O | ωB97M-V/def2-TZVPD

Geometry as ORCA input:
```
! RIJCOSX wB97M-V def2-TZVPD def2/J DEFGRID3
* xyz 2 1
C -1.20 0.92 1.19
C 0.00 1.42 0.38
C 0.60 0.46 -0.62
C 0.56 0.74 -1.91
N 1.17 -0.13 -2.94
N -0.79 0.00 2.32
H -1.98 0.44 0.62
H -1.61 1.79 1.70
H 0.76 1.76 1.09
H -0.33 2.32 -0.14
H 1.08 -0.40 -0.18
H 0.05 1.57 -2.36
H 1.55 -1.01 -2.60
H 1.92 0.38 -3.43
H 0.48 -0.34 -3.67
H 0.00 0.40 2.83
H -0.52 -0.96 2.02
H -1.57 -0.11 2.97
H 0.43 -3.13 1.36
H -0.97 -3.02 0.74
O -0.26 -2.49 1.12
*
```

The value obtained for the LUMO energy is -6.434 eV. The calculation puts the HOMO-LUMO gap at 12.200 eV.

=====

It is model Q that is the least stable of them.

=====

Model P:
C4H14N2O | ωB97M-V/def2-TZVPD

Geometry as ORCA input:
```
! RIJCOSX wB97M-V def2-TZVPD def2/J DEFGRID3
* xyz 2 1
C 0.04 -0.65 0.91
C -0.05 0.54 -0.02
C 0.79 1.76 0.62
C 2.20 2.85 -1.02
N 2.07 2.02 -0.07
N -1.23 -1.51 0.79
H 0.87 -1.32 0.68
H 0.11 -0.32 1.94
H 0.19 0.38 -1.07
H -1.07 0.94 -0.03
H 0.21 2.68 0.59
H 0.93 1.52 1.67
H 1.40 3.47 -1.42
H 3.12 3.01 -1.59
H 2.86 1.46 0.25
H -1.25 -1.97 -0.14
H -2.04 -0.90 0.77
H -1.21 -2.16 1.58
H -2.57 -3.72 -2.25
H -2.78 -4.47 -0.88
O -2.61 -3.61 -1.28
*
```

The value obtained for the LUMO energy is -8.264 eV. The calculation puts the HOMO-LUMO gap at 9.411 eV.

=====

Model Q:
C4H14N2O | ωB97M-V/def2-TZVPD

Geometry as ORCA input:
```
! RIJCOSX wB97M-V def2-TZVPD def2/J DEFGRID3
* xyz 2 1
C -0.75 1.44 1.55
O 0.14 1.95 2.48
C 0.08 0.24 0.89
C -0.63 -0.38 -0.28
C 0.34 -1.21 -1.26
N -0.51 -2.12 -2.14
N 1.32 1.07 0.44
H -0.99 2.15 0.72
H -1.65 1.07 2.07
H -0.23 2.55 3.13
H 0.41 -0.51 1.60
H -1.35 -1.16 -0.05
H -1.06 0.39 -0.93
H 0.87 -0.46 -1.84
H 1.06 -1.76 -0.66
H -1.40 -2.08 -1.65
H -0.47 -1.81 -3.12
H -0.14 -3.08 -2.17
H 2.09 0.41 0.30
H 1.66 1.58 1.27
H 1.20 1.71 -0.35
*
```

The SMILES is [NH3+]CC[C@@H]([NH3+])CO. The value obtained for the LUMO energy is -6.975 eV. The calculation puts the HOMO-LUMO gap at 11.390 eV.

=====

Model R:
C4H14N2O | ωB97M-V/def2-TZVPD

Geometry as ORCA input:
```
! RIJCOSX wB97M-V def2-TZVPD def2/J DEFGRID3
* xyz 2 1
C -0.13 -1.51 -1.15
C -0.81 -0.20 -1.59
C -1.21 0.69 -0.40
C 0.65 2.15 0.26
N -0.02 1.05 0.32
N 1.07 -1.14 -0.27
H -0.80 -2.26 -0.62
H 0.21 -2.10 -1.96
H -0.34 0.34 -2.43
H -1.71 -0.46 -2.13
H -1.57 1.76 -0.57
H -1.93 0.20 0.29
H 0.22 3.02 -0.25
H 1.79 2.30 0.43
H -0.11 0.44 1.23
H 1.13 0.34 -0.44
H 2.00 -1.27 -0.69
H 0.95 -1.74 0.62
H 0.91 -0.78 2.92
H -0.56 -0.97 2.74
O 0.19 -0.62 2.23
*
```

The value obtained for the LUMO energy is -10.116 eV. The calculation puts the HOMO-LUMO gap at 9.585 eV.

=====

Model S:
C4H14N2O | ωB97M-V/def2-TZVPD

Geometry as ORCA input:
```
! RIJCOSX wB97M-V def2-TZVPD def2/J DEFGRID3
* xyz 2 1
C 0.01 -0.60 -0.79
C 0.17 0.20 0.52
C -0.05 1.69 0.42
C 1.38 3.60 -0.12
N 1.28 2.34 0.07
N 0.13 -2.09 -0.52
H -1.06 -0.50 -1.18
H 0.70 -0.24 -1.63
H -0.47 -0.15 1.37
H 1.29 -0.06 0.97
H -0.76 1.76 -0.44
H -0.38 2.24 1.33
H 0.59 4.42 0.05
H 2.29 3.90 -0.61
H 2.08 1.67 0.09
H 0.51 -2.25 0.42
H 0.77 -2.47 -1.13
H -0.81 -2.53 -0.69
H -3.15 -3.82 0.15
H -2.08 -4.26 1.07
O -2.32 -3.60 0.40
*
```

The value obtained for the LUMO energy is -8.394 eV. The calculation puts the HOMO-LUMO gap at 9.969 eV.

=====

It is model R that is the least stable of them.